Entry w
Entry from the OMol25 dataset: 2 unconnected molecules or ions with the total composition C3H9NO (the ωB97M-V functional and the def2-TZVPD basis).

```
14
Properties=species:S:1:pos:R:3:lowdin_charge:R:1
N 1.1741 -2.1716 0.0546 -0.017
C -0.0823 -1.4558 0.2936 -0.376
C -0.0849 0.8134 1.3320 -0.155
C -0.0287 -0.5279 1.4392 -0.234
H 1.0681 -3.1604 0.0115 0.033
H 1.8713 -1.7760 0.6657 0.048
H -0.8968 -2.2068 0.4276 0.102
H -0.4464 -0.9218 -0.5904 0.071
H -0.0952 1.4557 2.2085 0.015
H -0.2685 1.3773 0.4206 -0.013
H 0.1701 -0.8599 2.4532 0.079
H -0.0458 3.0676 -2.6945 -0.067
H -1.5421 3.1704 -2.6873 -0.076
O -0.7929 3.1960 -3.3343 -0.409
```

## Properties
**⟨S²⟩**: 0.75
**Orbital gap (alpha / beta)**: 0.098 / 0.355 Ha
**Net charge**: -1
**Spin multiplicity**: 2

***

Entry x
Entry from the OMol25 dataset: 2 unconnected molecules or ions with the total composition C3H9NO (the ωB97M-V functional and the def2-TZVPD basis).

```
14
Properties=species:S:1:pos:R:3:lowdin_charge:R:1
N -0.1306 0.9450 1.7094 -0.036
C -1.0344 0.0087 0.9721 -0.349
C -2.1757 0.5149 -1.1953 -0.017
C -1.7681 0.8065 0.0477 -0.269
H -0.3349 1.8954 1.3530 0.054
H 0.7936 0.6912 1.6019 -0.009
H -1.7512 -0.5502 1.6800 0.122
H -0.2580 -0.7203 0.4776 0.131
H -2.9674 0.8984 -1.6995 0.008
H -1.6887 -0.3111 -1.6261 0.037
H -2.3327 1.7234 0.5626 0.138
H 4.8666 -1.7934 -0.6017 -0.085
H 4.6537 -1.9510 -2.0575 -0.097
O 4.1279 -2.1575 -1.2240 -0.628
```

## Properties
**⟨S²⟩**: 0.75
**Orbital gap (alpha / beta)**: 0.080 / 0.347 Ha
**Net charge**: -1
**Spin multiplicity**: 2

***

Computed relative energies in units of kcal/mol: entry w 0.0; entry x 23.7

***

Entry w
Entry from the OMol25 dataset: 2 unconnected molecules or ions with the total composition C3H8O3S2 (the ωB97M-V functional and the def2-TZVPD basis).

```
16
Properties=species:S:1:pos:R:3:lowdin_charge:R:1
O -2.1157 -0.6013 -2.1816 0.111
C -0.9696 -0.3910 -1.8866 -0.512
O -0.0001 -0.2672 -2.8391 0.089
C -0.4245 -0.3011 -0.4860 -0.163
C -1.4453 0.3791 0.4081 -0.584
S -1.4637 0.0032 2.1579 0.434
S 0.0082 1.1316 2.9346 0.306
H -0.3696 0.1649 -3.6204 0.121
H -0.2181 -1.3120 -0.1336 0.130
H 0.4988 0.2617 -0.4910 0.100
H -2.4364 0.0394 0.0712 0.073
H -1.4147 1.4654 0.2868 0.082
H 1.0663 0.3103 3.1011 -0.203
O 2.6876 -0.2626 0.8326 -0.071
H 3.4149 0.1188 0.3254 0.042
H 3.1819 -0.7392 1.5205 0.045
```

## Properties
**Orbital gap**: 0.344 Ha

***

Entry x
Entry from the OMol25 dataset: 3 unconnected molecules or ions with the total composition C3H8O3S2 (the ωB97M-V functional and the def2-TZVPD basis).

```
16
Properties=species:S:1:pos:R:3:lowdin_charge:R:1
O 1.8720 -0.4240 0.0222 0.059
C 2.4113 -1.4996 0.0226 -0.635
O 1.9949 -2.6305 -0.6407 0.104
O 3.2694 -1.8473 0.9595 0.151
H 1.2729 -2.3504 -1.2082 0.038
H 3.5258 -1.1539 1.5742 0.137
C -1.4547 -0.9830 1.3998 -0.088
C -1.3106 -1.6344 0.2708 -0.601
S -0.8615 -1.0356 -1.3158 0.788
H -1.0622 0.0555 1.4615 0.060
H -1.6834 -1.3513 2.3935 0.056
H -1.6350 -2.6793 0.2957 0.065
H -0.7155 0.2662 -0.9521 -0.152
S 0.2773 2.9793 -1.2410 0.494
H -0.6959 2.4790 -0.3981 -0.194
H 0.7682 1.7619 -1.0951 -0.282
```

## Properties
**Orbital gap**: 0.348 Ha

***

Computed relative energies in units of kcal/mol: entry w 0.0; entry x 24.7

***

Entry w
Entry from the OMol25 dataset: 2 unconnected molecules or ions with the total composition C2H3BrClNO3 (the ωB97M-V functional and the def2-TZVPD basis).

```
11
Properties=species:S:1:pos:R:3:lowdin_charge:R:1
C 0.9542 0.2334 -0.6231 -0.316
C -0.3125 -0.4836 -0.3535 -0.634
N -0.7306 -0.7749 0.9584 -0.454
O -1.5417 -1.6542 1.0489 0.046
O -0.2841 -0.1587 1.9059 0.070
O 1.2332 1.2545 0.2747 -0.098
Cl -1.0269 -1.3391 -1.6271 0.796
Br -2.7102 1.7502 -0.3826 0.114
H 1.9015 -0.4551 -0.6471 0.163
H 0.9249 0.7344 -1.7185 0.170
H 1.5922 0.8932 1.1639 0.143
```

## Properties
**Orbital gap (alpha / beta)**: 0.315 / 0.225 Ha

***

Entry x
Entry from the OMol25 dataset: 2 unconnected molecules or ions with the total composition C2H3BrClNO3 (the ωB97M-V functional and the def2-TZVPD basis).

```
11
Properties=species:S:1:pos:R:3:lowdin_charge:R:1
C -0.0462 -0.0826 1.0140 -0.349
C 0.2000 0.3913 -0.3265 -0.577
N -0.9022 0.9805 -1.0209 -0.411
O -2.0303 1.0648 -0.6287 0.147
O -0.4888 1.5270 -2.0216 0.007
O 0.9591 -0.7473 1.6489 -0.029
Cl 0.4722 -2.5202 -1.0580 -0.220
Br 1.7808 0.6348 -1.1580 1.050
H -0.5642 0.5393 1.8051 0.197
H -0.9475 -0.5892 0.7187 0.128
H 1.5670 -1.1982 1.0270 0.057
```

## Properties
**Orbital gap (alpha / beta)**: 0.203 / 0.204 Ha

***

Computed relative energies in units of kcal/mol: entry w 0.0; entry x 21.8

***

Entry w
Entry from the OMol25 dataset: a single CH2Cl2O2 molecule (the ωB97M-V functional and the def2-TZVPD basis).

```
7
Properties=species:S:1:pos:R:3:lowdin_charge:R:1
O 0.7868 -0.1345 -0.8045 -0.030
C -0.1179 -0.0255 0.1142 -1.364
O 0.3621 0.0638 1.3322 -0.011
Cl -1.2716 1.2524 -0.3740 0.632
Cl -1.1868 -1.6278 0.0951 0.499
H 0.3061 -0.2153 -1.6639 0.125
H 1.1214 0.6870 1.3009 0.150
```

## Properties
**Orbital gap**: 0.411 Ha

***

Entry x
Entry from the OMol25 dataset: a single CH2Cl2O2 molecule (the ωB97M-V functional and the def2-TZVPD basis).

```
7
Properties=species:S:1:pos:R:3:lowdin_charge:R:1
O 0.9968 -0.0381 -0.8864 0.000
C 0.0032 -0.0040 -0.0138 -1.254
O 0.4617 -0.0671 1.2914 -0.040
Cl -1.0165 1.3935 -0.1507 0.684
Cl -1.2494 -1.4813 -0.4607 0.427
H 0.6534 -0.4234 -1.6806 0.082
H 0.1508 0.6205 1.9007 0.101
```

## Properties
**Orbital gap**: 0.417 Ha

***

Computed relative energies in units of kcal/mol: entry w 0.0; entry x 2.5

***

Entry w
Entry from the OMol25 dataset: a single C5H7NS2 molecule (the ωB97M-V functional and the def2-TZVPD basis).

```
15
Properties=species:S:1:pos:R:3:lowdin_charge:R:1
C 1.5458 -0.6634 -0.5514 -0.046
C 0.3511 -0.0094 -0.0391 -0.598
C 0.1911 1.4975 -0.1424 -0.357
S -1.6101 1.7720 0.0081 0.935
C -2.0617 0.0929 -0.1511 -1.243
S -3.5595 -0.5222 -0.2304 0.656
N -0.9805 -0.7569 -0.3158 -0.025
C -0.2352 -0.6605 1.0317 -0.084
H 1.6853 -0.8085 -1.7345 0.132
H 2.4686 -0.2002 -0.1300 0.094
H 1.4735 -1.8129 -0.1777 0.133
H 0.6207 1.7470 -1.1446 0.101
H 0.8996 1.9339 0.5037 0.077
H -0.8888 -0.0315 1.7048 0.132
H 0.1001 -1.5776 1.3688 0.094
```

## Properties
**Orbital gap**: 0.324 Ha

***

Entry x
Entry from the OMol25 dataset: a molecular structure, C5H7NS2 (the ωB97M-V functional and the def2-TZVPD basis).

```
15
Properties=species:S:1:pos:R:3:lowdin_charge:R:1
C 0.9546 1.6237 1.3548 -0.498
C 1.1808 0.3178 -1.2968 -0.789
C -1.1122 -1.0359 -0.2995 -0.561
C -1.6893 -1.8878 -1.1945 -0.019
C -1.1293 -0.8675 1.1576 -0.235
H -0.0939 0.9500 2.0638 0.061
H 1.9262 2.4590 2.1735 0.132
H 0.3699 2.6194 0.4336 0.111
H 1.7146 1.1481 -1.8656 0.052
H 1.2442 -0.7770 -1.7888 0.076
H -2.1610 -2.8231 -0.8278 0.069
H -1.7824 -1.4439 -2.4099 0.149
N -1.2307 -0.3423 2.2425 0.121
S 1.8027 0.1099 0.4281 0.592
S -0.6671 0.6003 -1.1660 0.740
```

## Properties
**Orbital gap**: 0.305 Ha

***

Computed relative energies in units of kcal/mol: entry w 0.0; entry x 122.5

***

Entry w
Entry from the OMol25 dataset: 4 unconnected molecules or ions with the total composition C8H24O4 (the ωB97M-V functional and the def2-TZVPD basis).

```
36
Properties=species:S:1:pos:R:3:lowdin_charge:R:1
C 2.5028 -3.8221 0.9729 -0.091
C 1.9942 -2.9753 2.0873 -0.349
O 0.6105 -2.6988 1.9684 -0.060
H 2.3034 -3.2869 0.0446 0.049
H 2.1363 -4.8460 0.8990 0.080
H 3.5818 -3.9522 1.0559 0.080
H 2.5500 -2.0416 2.0011 0.104
H 2.3353 -3.4075 3.0280 0.109
H 0.4535 -2.0665 2.6735 0.082
C -2.3548 -1.4209 -0.5206 -0.096
C -2.8967 -0.5494 -1.6679 -0.291
O -1.8116 0.0227 -2.4148 -0.101
H -2.0463 -0.8398 0.3484 0.063
H -1.5411 -2.0497 -0.8819 0.066
H -3.0822 -2.1444 -0.1522 0.066
H -3.5279 0.2382 -1.2564 0.098
H -3.5015 -1.1915 -2.3081 0.103
H -1.1116 0.1940 -1.7806 0.007
C 1.3359 -1.3053 -1.6807 -0.115
C 1.3944 -0.0495 -1.0110 -0.289
O 0.1332 0.5222 -0.5257 -0.090
H 0.9290 -2.1136 -1.0731 0.064
H 2.3281 -1.6723 -1.9434 0.092
H 0.7876 -1.2430 -2.6207 0.091
H 1.9454 0.6019 -1.6892 0.120
H 1.9837 -0.1147 -0.0963 0.112
H 0.2431 1.3415 -0.0375 0.069
C -1.5852 4.6581 0.1108 -0.079
C -0.4187 4.8127 1.1028 -0.293
O 0.3814 3.6175 1.1234 -0.102
H -2.2171 5.5375 0.2347 0.066
H -2.2340 3.7858 0.1900 0.073
H -1.1678 4.7735 -0.8895 0.073
H -0.7094 5.0407 2.1283 0.106
H 0.2830 5.5798 0.7752 0.109
H -0.0068 3.0648 1.8056 0.074
```

## Properties
**Orbital gap**: 0.364 Ha

***

Entry x
Entry from the OMol25 dataset: 4 unconnected molecules or ions with the total composition C8H24O4 (the ωB97M-V functional and the def2-TZVPD basis).

```
36
Properties=species:S:1:pos:R:3:lowdin_charge:R:1
C -1.0834 2.2088 3.2413 -0.089
C 0.1318 1.7730 2.4498 -0.331
O -0.0814 1.9548 1.0612 -0.079
H -1.2865 3.2616 3.0437 0.074
H -0.8875 2.1103 4.3117 0.074
H -1.9427 1.6056 2.9532 0.058
H 0.3611 0.7239 2.6637 0.100
H 1.0064 2.3617 2.7443 0.109
H -0.0855 1.0892 0.6407 0.023
C 0.4572 -1.9081 -1.5808 -0.088
C -0.1890 -0.8008 -0.7858 -0.285
O 0.1248 -0.9406 0.6265 -0.110
H 0.2266 -1.7819 -2.6440 0.076
H 0.0501 -2.8812 -1.2999 0.077
H 1.5383 -1.8929 -1.4622 0.080
H -1.2742 -0.8444 -0.8957 0.116
H 0.2106 0.1625 -1.0945 0.109
H -0.1552 -1.8377 0.8497 0.068
C 2.8035 0.6390 -3.8794 -0.095
C 3.1057 1.4974 -5.0823 -0.329
O 4.3351 2.1821 -4.8532 -0.082
H 1.7311 0.4216 -3.8243 0.065
H 3.0634 1.1612 -2.9608 0.079
H 3.2983 -0.3293 -3.9398 0.073
H 2.2953 2.2151 -5.2450 0.108
H 3.1922 0.8702 -5.9753 0.107
H 4.4798 2.8182 -5.5560 0.077
C -3.3082 -1.4261 3.6590 -0.083
C -2.4362 -1.6187 2.4230 -0.332
O -1.8323 -2.9002 2.3269 -0.076
H -2.7158 -1.4638 4.5687 0.076
H -4.1303 -2.1456 3.6747 0.071
H -3.7868 -0.4438 3.5936 0.073
H -1.6431 -0.8728 2.4295 0.086
H -3.0320 -1.4186 1.5223 0.115
H -2.5413 -3.5497 2.2955 0.084
```

## Properties
**Orbital gap**: 0.386 Ha

***

Computed relative energies in units of kcal/mol: entry w 13.9; entry x 0.0